DFT (wB97M-V/def2-TZVPD) results for a gas-phase ion, C22H27FN3O7 (charge -1).

Properties
LUMO level = 2.76 eV
Net charge = -1
E_tot = -44775.295 eV

Cartesian coordinates (Å):
1 F -0.1996 0.4922 -2.9401
2 O -0.9170 2.9218 -1.7393
3 O -1.5433 -2.0431 -0.9320
4 O -1.2669 0.1958 2.0236
5 O 2.1725 -0.5430 -2.2271
6 O 0.9597 -2.4451 -2.1459
7 O -2.3924 -0.4179 -2.2346
8 O -4.6060 3.0809 0.8475
9 N 3.3629 -1.5805 3.5489
10 N -2.9833 2.6319 -0.7473
11 N -2.8340 1.7546 1.4466
12 C 2.7258 0.2460 2.1324
13 C -3.4113 1.6483 2.7591
14 C 2.5839 -1.1096 2.5160
15 C -3.5521 2.5351 0.5363
16 C -1.6826 0.9850 1.1686
17 C 3.8321 -2.9503 3.5950
18 C 1.9855 0.7334 1.0767
19 C -3.5373 -1.2308 -2.5691
20 C -1.3951 -1.0350 -1.5874
21 C 0.1910 0.6245 -0.5971
22 C 0.9066 -1.4141 0.7815
23 C -0.0971 -0.2780 -1.7833
24 C 3.2637 -1.3153 -2.7793
25 C -1.0980 1.2107 -0.1267
26 C 1.6978 -1.9485 1.7972
27 C -4.5230 -0.2358 -3.0952
28 C 1.0352 -0.0681 0.4507
29 C 4.2483 -0.3008 -3.2737
30 C 3.5662 -0.8097 4.7610
31 C -3.5800 3.6080 -1.6388
32 C 1.0459 -1.2508 -2.0494
33 C -1.6142 2.3049 -0.9379
34 H 3.4540 0.8828 2.6355
35 H 4.1266 -3.3075 2.5971
36 H -4.5649 3.8577 -1.2533
37 H -2.9552 4.5050 -1.6677
38 H 2.8759 -1.1564 5.5505
39 H 2.8792 -1.9354 -3.5942
40 H 0.1874 -2.0551 0.2804
41 H 3.3921 0.2561 4.5765
42 H 2.1273 1.7413 0.6866
43 H 4.5912 -0.9785 5.1138
44 H 3.6627 -1.9483 -1.9796
45 H 4.5320 0.3987 -2.4873
46 H 1.6017 -3.0000 2.0832
47 H -5.4157 -0.7427 -3.4488
48 H 3.0682 -3.6299 3.9990
49 H -4.1055 0.3476 -3.9195
50 H -3.2367 -1.9475 -3.3412
51 H 4.7025 -2.9826 4.2619
52 H -3.5242 2.6456 3.1961
53 H 0.7583 1.4682 -1.0206
54 H -4.3919 1.1639 2.7085
55 H -4.8197 0.4574 -2.3076
56 H -3.6657 3.1921 -2.6463
57 H 3.8250 0.2713 -4.1021
58 H -2.7215 1.0406 3.3390
59 H -3.8748 -1.7448 -1.6665
60 H 5.1477 -0.7958 -3.6298